{"formula": "C7H8N4O", "method": "ωB97M-V/def2-TZVPD", "symbols": ["C", "C", "C", "C", "C", "C", "C", "N", "N", "N", "N", "O", "H", "H", "H", "H", "H", "H", "H", "H"], "xyz": [[1.243, -2.276, -0.075], [-0.701, -1.348, 0.164], [0.309, -0.330, 0.180], [-0.727, 1.905, 0.359], [-2.022, -1.363, 0.309], [-3.067, 1.767, -0.481], [2.844, -0.340, -0.170], [-0.007, -2.549, -0.033], [1.485, -0.967, -0.009], [0.267, 0.994, 0.340], [-1.881, 1.738, -0.111], [-3.101, -1.266, 0.531], [2.026, -2.996, -0.073], [-0.544, 2.971, 0.488], [-3.845, 1.287, 0.157], [-3.256, 1.864, -1.528], [2.742, 0.457, -0.887], [3.258, -0.117, 0.868], [3.745, -0.972, -0.598], [1.232, 1.538, 0.569]], "mulliken_charge": [-0.079, 0.509, 0.320, 0.011, 0.246, -0.271, -0.994, -0.539, 0.028, -0.155, -0.019, -0.088, 0.443, 0.396, 0.361, 0.341, 0.424, 0.374, 0.334, 0.358], "charge": 2, "spin_multiplicity": 1, "smiles": "C=[N+]=CNC1=[N+](C)C=NC1=C=O", "e_lumo_ev": -9.1185, "total_energy_ha": -565.05241, "largest_force_ha_per_bohr": 0.11573, "e_above_lowest_kcal_mol": 9.3}